DFT (ωB97M-V/def2-TZVPD) results for the molecule C3H8N2O4S at a distorted geometry.

- LUMO (eV) = 0.571
- ΔE to the lowest compared entry with this formula, charge and spin (eV) = 1.9528
- SMILES string = N[C@]1(O)CCN1S(=O)(=O)O

Structure (ORCA input):
```
! wB97M-V def2-TZVPD RIJCOSX def2/J DEFGRID3
* xyz 0 1
N -1.252 0.825 -1.070
C -0.182 0.119 -0.517
O 0.708 0.024 -1.533
C -0.505 -1.232 0.251
C 0.278 -0.524 1.385
N 0.252 0.735 0.708
S 1.950 1.360 0.770
O 2.749 0.242 0.381
O 2.173 2.054 1.970
O 2.125 2.435 -0.408
H -0.979 0.871 -2.096
H -1.358 1.794 -0.617
H 1.609 -0.436 -1.172
H -0.191 -2.167 -0.174
H -1.574 -1.270 0.436
H -0.196 -0.460 2.298
H 1.315 -0.851 1.567
H 1.609 1.942 -1.081
*
```


DFT (ωB97M-V/def2-TZVPD) results for a cluster of 2 separate species, C5H14 in total at a distorted geometry.

- LUMO (eV) = 1.080
- ΔE to the lowest compared entry with this formula, charge and spin (eV) = 0.9538
- SMILES string = CCC.CC

Structure (ORCA input):
```
! wB97M-V def2-TZVPD RIJCOSX def2/J DEFGRID3
* xyz 0 1
C 0.062 2.350 -0.643
C -0.686 1.032 -0.357
C -2.178 1.244 -0.085
H 0.417 2.430 -1.675
H 0.994 2.413 -0.081
H -0.567 3.225 -0.477
H -0.602 0.380 -1.214
H -0.241 0.644 0.544
H -2.657 0.292 0.162
H -2.246 1.724 0.894
H -2.748 1.756 -0.854
C 1.153 -2.857 0.764
C 1.415 -1.412 0.337
H 1.789 -3.547 0.201
H 1.279 -3.155 1.803
H 0.153 -3.158 0.438
H 1.129 -1.447 -0.723
H 1.083 -0.622 0.980
H 2.453 -1.291 -0.014
*
```


DFT (ωB97M-V/def2-TZVPD) results for a structure of composition C3H2Li2NdO3 at a distorted geometry.

- LUMO (spin up / spin down) (eV) = -8.323 / -8.328
- ΔE to the lowest compared entry with this formula, charge and spin (eV) = 0.0618

Structure (ORCA input):
```
! wB97M-V def2-TZVPD RIJCOSX def2/J DEFGRID3
* xyz 2 5
C -0.195 -0.549 -1.556
C 0.991 -0.777 -1.061
O -1.279 -0.350 -1.984
H 1.790 -0.063 -1.186
H 1.247 -1.744 -0.658
Nd -5.371 1.389 0.658
Li -3.083 0.163 -1.850
O 2.217 0.053 2.552
C 1.859 0.670 3.469
O 2.180 1.129 4.496
Li 3.783 -0.237 3.283
*
```


DFT (ωB97M-V/def2-TZVPD) results for a structure of composition C5H13ClI2InO2P at a distorted geometry.

- LUMO (eV) = -10.100

Structure (ORCA input):
```
! wB97M-V def2-TZVPD RIJCOSX def2/J DEFGRID3
* xyz 2 1
I -2.833 -1.426 0.459
I -2.928 1.662 0.041
In 1.856 0.184 -0.201
P 0.601 -0.003 -2.404
C -1.120 -0.048 -3.020
C 1.297 1.406 -3.329
H 2.314 -1.685 -2.829
H 1.478 -1.169 -4.351
H 0.664 -2.300 -3.202
C 1.343 -1.436 -3.289
H 2.268 1.683 -2.906
H 1.415 1.127 -4.380
H -1.088 -0.084 -4.126
H -1.653 0.856 -2.686
H 0.615 2.256 -3.242
H -1.634 -0.937 -2.628
C -4.399 0.040 0.007
O -5.557 0.159 -0.252
Cl 4.125 -0.173 0.385
C -0.057 0.843 2.916
O 1.014 0.396 2.080
H -0.972 0.865 2.311
H 0.174 1.850 3.300
H -0.181 0.144 3.760
H 1.774 0.176 2.647
*
```


DFT (ωB97M-V/def2-TZVPD) results for a structure of composition C33H49F22NNbO15 at a distorted geometry.

- LUMO (eV) = 1.820

Structure (ORCA input):
```
! wB97M-V def2-TZVPD RIJCOSX def2/J DEFGRID3
* xyz -1 1
C 7.439 -0.424 -1.931
C 6.296 -0.158 -0.973
O 6.459 -0.350 0.216
N 5.088 0.233 -1.535
C 5.204 1.573 -2.142
Nb 3.299 -0.120 -0.382
C 2.233 -1.293 -2.074
C 1.272 -0.450 -2.858
F 0.419 -1.217 -3.715
H 7.203 -0.088 -2.938
H 7.569 -1.508 -1.950
H 8.354 0.047 -1.574
H 5.209 2.369 -1.394
H 6.131 1.660 -2.722
H 4.378 1.750 -2.831
H 4.000 -1.753 0.128
H 3.863 0.659 1.183
H 2.463 1.452 -0.947
H 1.870 -0.585 0.635
H 3.066 -1.592 -2.716
H 1.714 -2.158 -1.660
H 1.813 0.254 -3.498
H 0.607 0.125 -2.217
C -3.922 1.653 3.206
C -2.479 2.031 2.966
O -1.913 1.305 1.859
C -2.133 1.762 0.644
O -2.781 2.717 0.324
C -1.339 0.887 -0.351
F -1.503 -0.412 -0.083
F -0.052 1.192 -0.253
F -1.747 1.101 -1.604
H -4.015 0.575 3.340
H -4.291 2.151 4.103
H -4.551 1.945 2.365
H -1.834 1.753 3.793
H -2.370 3.103 2.796
C -4.719 0.846 -4.000
C -4.481 -0.396 -3.174
O -5.727 -0.897 -2.616
C -6.476 -1.632 -3.399
O -6.276 -1.960 -4.534
C -7.733 -2.095 -2.627
F -8.271 -1.103 -1.918
F -7.412 -3.090 -1.788
F -8.655 -2.553 -3.473
H -5.232 1.605 -3.409
H -3.763 1.247 -4.335
H -5.332 0.627 -4.875
H -3.856 -0.174 -2.315
H -3.995 -1.181 -3.749
C 8.598 0.482 2.255
C 7.520 1.172 3.049
O 7.838 1.194 4.472
C 8.659 2.136 4.875
O 9.186 2.995 4.230
C 8.855 2.027 6.406
F 9.042 0.762 6.795
F 7.768 2.498 7.040
F 9.904 2.743 6.797
H 8.766 -0.527 2.632
H 8.276 0.416 1.221
H 9.546 1.022 2.307
H 6.579 0.633 2.972
H 7.351 2.191 2.705
C 4.729 1.822 6.559
C 3.964 0.874 5.666
O 2.534 1.014 5.858
C 1.966 2.005 5.203
O 2.481 2.809 4.486
C 0.441 1.995 5.451
F 0.136 1.823 6.742
F -0.126 0.998 4.762
F -0.084 3.152 5.051
H 4.447 1.676 7.603
H 5.797 1.643 6.455
H 4.525 2.859 6.296
H 4.176 -0.163 5.916
H 4.202 1.023 4.614
C -6.791 -6.072 -3.557
C -6.423 -6.621 -2.198
O -5.833 -7.936 -2.303
C -4.546 -7.973 -2.604
O -3.815 -7.050 -2.799
C -4.067 -9.443 -2.631
F -4.935 -10.226 -3.280
F -3.949 -9.900 -1.377
F -2.887 -9.536 -3.228
H -7.445 -6.766 -4.085
H -7.308 -5.121 -3.445
H -5.905 -5.914 -4.170
H -7.306 -6.761 -1.579
H -5.742 -5.956 -1.668
C 1.303 6.237 4.516
C 0.953 6.996 5.773
O 1.761 6.549 6.888
C 2.966 7.076 6.986
O 3.471 7.894 6.276
C 3.676 6.504 8.236
F 3.509 5.183 8.331
F 3.166 7.071 9.339
F 4.976 6.765 8.192
H 1.216 5.166 4.687
H 0.631 6.520 3.706
H 2.326 6.441 4.203
H -0.072 6.799 6.078
H 1.067 8.072 5.649
C -7.771 -2.738 -7.495
C -6.327 -2.392 -7.777
O -5.812 -3.174 -8.882
C -6.095 -2.733 -10.090
O -6.725 -1.763 -10.391
C -5.439 -3.657 -11.145
F -5.617 -4.946 -10.843
F -4.124 -3.416 -11.201
F -5.961 -3.430 -12.346
H -7.875 -3.808 -7.314
H -8.110 -2.199 -6.612
H -8.410 -2.474 -8.338
H -5.699 -2.642 -6.928
H -6.201 -1.332 -7.991
*
```


DFT (ωB97M-V/def2-TZVPD) results for a structure of composition C9H19BrN3O at a distorted geometry.

- LUMO (eV) = -8.340
- ΔE to the lowest compared entry with this formula, charge and spin (eV) = 5.7457

Structure (ORCA input):
```
! wB97M-V def2-TZVPD RIJCOSX def2/J DEFGRID3
* xyz 1 1
C -3.625 7.707 2.058
C -2.191 7.284 2.029
O -1.330 8.097 1.841
N -1.739 6.037 2.152
H 0.443 1.310 -2.469
H -0.763 6.027 1.876
C -2.106 4.700 2.634
H -4.382 7.377 1.375
H -3.621 8.799 2.127
H -3.919 7.480 3.051
H -1.505 4.372 3.514
H -1.833 3.963 1.876
H -3.171 4.608 2.793
C 1.322 -6.461 -0.025
C 1.989 -6.135 -1.329
N 1.687 -4.702 -1.424
C 0.993 -3.979 -0.417
C 0.978 -2.715 -0.805
N 1.648 -2.632 -2.015
C 1.977 -3.832 -2.404
C 1.688 -1.382 -2.751
H 1.813 -5.829 0.749
H 1.540 -7.477 0.271
H 0.311 -6.278 -0.019
H 1.733 -6.702 -2.247
H 3.039 -6.330 -1.123
H 0.704 -4.254 0.569
H 0.558 -1.850 -0.331
H 2.447 -4.077 -3.345
H 2.654 -1.279 -3.191
H 1.493 -0.687 -1.988
H 0.824 -1.196 -3.395
Br 0.344 0.037 0.359
*
```


DFT (ωB97M-V/def2-TZVPD) results for the molecule C4H7NO2 at a distorted geometry.

- LUMO (spin up / spin down) (eV) = -1.691 / -0.537
- ΔE to the lowest compared entry with this formula, charge and spin (eV) = 5.3645

Structure (ORCA input):
```
! wB97M-V def2-TZVPD RIJCOSX def2/J DEFGRID3
* xyz 0 1
O 0.522 1.708 -1.077
C -0.250 0.648 -0.662
C 0.401 -0.963 -0.983
N -0.631 -1.598 -0.405
C -0.490 0.681 0.769
C 0.047 -0.084 1.866
O 0.738 -1.108 1.850
H 0.295 1.950 -1.986
H -1.130 0.516 -1.290
H 1.379 -0.964 -0.489
H 0.425 -0.975 -2.076
H -0.325 -1.863 0.537
H -0.789 1.679 1.098
H -0.190 0.371 2.847
*
```


DFT (ωB97M-V/def2-TZVPD) results for the ion C9H13N2O with charge +1 at a distorted geometry.

- LUMO (eV) = -2.969
- ΔE to the lowest compared entry with this formula, charge and spin (eV) = 2.2316
- SMILES string = N[C@@]1([NH3+])Cc2ccccc2[C@@H]1O

Structure (ORCA input):
```
! wB97M-V def2-TZVPD RIJCOSX def2/J DEFGRID3
* xyz 1 1
N 2.783 0.645 -0.759
C 1.607 0.288 -0.103
N 1.785 0.063 1.380
C 0.425 1.536 -0.305
C -0.840 0.731 -0.186
C -2.048 1.348 0.180
C -3.169 0.482 0.242
C -3.034 -0.821 -0.103
C -1.807 -1.442 -0.192
C -0.671 -0.597 -0.347
C 0.751 -0.924 -0.565
O 1.173 -2.018 0.322
H 2.779 1.610 -1.193
H 3.392 -0.140 -1.180
H 2.836 -0.030 1.290
H 1.308 -0.789 1.471
H 1.342 0.900 1.877
H 0.474 1.907 -1.346
H 0.524 2.327 0.472
H -2.112 2.364 0.393
H -4.088 0.741 0.761
H -3.850 -1.474 -0.007
H -1.701 -2.558 -0.392
H 0.860 -1.203 -1.674
H 1.281 -2.945 -0.035
*
```


DFT (ωB97M-V/def2-TZVPD) results for a cluster of 3 separate species, C17H24F17IN2O4S in total at a distorted geometry.

- LUMO (eV) = 0.238
- SMILES string = CC[C@@H](I)N(CCCCN)S(=O)(=O)F.FC(F)C(F)(F)COC(F)(F)C(F)F.FC(F)C(F)(F)COC(F)(F)C(F)F

Structure (ORCA input):
```
! wB97M-V def2-TZVPD RIJCOSX def2/J DEFGRID3
* xyz 0 1
C -1.449 2.830 -2.189
C -0.288 2.085 -1.426
C -0.743 1.006 -0.367
I -2.910 1.020 0.031
N -0.375 -0.396 -0.642
C 0.884 -0.862 -0.020
C 2.209 -0.176 -0.523
C 3.149 -1.251 -1.241
C 3.834 -0.687 -2.545
N 3.637 -1.553 -3.730
S -0.574 -0.874 -2.237
O -1.801 -0.354 -2.872
O 0.592 -0.646 -3.115
F -0.763 -2.510 -2.139
H -0.964 3.377 -3.045
H -2.204 2.155 -2.646
H -1.936 3.631 -1.577
H 0.428 1.725 -2.196
H 0.253 2.885 -0.850
H -0.286 1.271 0.618
H 0.791 -0.700 1.086
H 0.933 -1.975 -0.155
H 2.070 0.641 -1.260
H 2.784 0.138 0.385
H 2.588 -2.203 -1.439
H 3.992 -1.559 -0.564
H 4.944 -0.621 -2.389
H 3.487 0.353 -2.783
H 4.218 -1.141 -4.466
H 2.687 -1.487 -4.095
F 5.557 -1.385 2.949
C 4.528 -0.729 3.498
F 3.521 -0.771 2.586
C 4.843 0.731 3.851
F 5.060 1.461 2.735
F 3.712 1.240 4.420
C 5.993 1.007 4.853
O 7.300 1.348 4.352
C 8.204 0.348 3.958
F 7.785 -0.846 4.408
F 9.352 0.604 4.613
C 8.495 0.364 2.451
F 7.376 0.288 1.711
F 9.268 -0.692 2.114
H 4.200 -1.283 4.382
H 5.692 1.910 5.386
H 6.055 0.236 5.622
H 9.017 1.283 2.174
F -9.239 1.132 -1.108
C -9.942 0.337 -0.291
F -10.342 1.117 0.745
C -9.146 -0.863 0.242
F -8.150 -0.457 1.059
F -10.007 -1.576 1.024
C -8.564 -1.866 -0.786
O -7.186 -1.746 -1.191
C -6.811 -0.855 -2.211
F -7.901 -0.444 -2.879
F -6.093 -1.576 -3.090
C -5.934 0.297 -1.703
F -6.509 0.974 -0.691
F -5.707 1.189 -2.694
H -10.837 0.003 -0.822
H -8.586 -2.833 -0.280
H -9.219 -1.988 -1.650
H -4.972 -0.079 -1.346
*
```


DFT (ωB97M-V/def2-TZVPD) results for a structure of composition C50H70CsGeN7OP3S.

- LUMO (spin up / spin down) (eV) = -0.046 / -0.801
- ΔE to the lowest compared entry with this formula, charge and spin (eV) = 0.1989

Structure (ORCA input):
```
! wB97M-V def2-TZVPD RIJCOSX def2/J DEFGRID3
* xyz 0 2
Cs 1.670 -1.380 0.309
C 2.629 -0.456 4.193
C 1.181 -0.398 4.688
C 0.999 0.748 5.684
P 0.015 -0.422 3.234
C -0.389 1.387 3.048
N -1.281 1.743 1.962
Ge -0.869 1.293 0.093
N -1.759 0.345 -1.384
C -1.172 -0.790 -2.083
P 0.380 -0.408 -3.063
C -0.274 0.520 -4.546
C 0.657 0.412 -5.754
C -0.481 2.003 -4.218
C 0.747 -2.083 -3.811
C 2.225 -2.134 -4.215
C 0.460 -3.262 -2.880
C -2.797 1.033 -1.989
C -3.438 0.677 -3.186
C -4.415 1.487 -3.741
C -4.788 2.684 -3.146
C -4.188 3.042 -1.949
C -3.238 2.220 -1.376
N -2.618 2.517 -0.094
C -3.417 2.211 1.089
C -4.788 2.289 1.151
C -5.425 2.138 2.384
C -4.658 1.949 3.520
C -3.273 1.831 3.446
C -2.629 1.908 2.216
C -2.065 3.877 -0.010
C -2.815 4.955 0.407
C -2.249 6.224 0.418
C -0.930 6.373 0.021
C -0.162 5.281 -0.360
C -0.714 3.997 -0.374
N -0.062 2.824 -0.689
C 1.266 2.820 -1.280
P 2.554 2.202 -0.104
C 4.068 2.106 -1.188
C 4.078 3.018 -2.416
C 4.284 0.652 -1.616
C 2.825 3.676 0.998
C 3.471 4.900 0.355
C 3.624 3.249 2.229
C -1.435 -1.385 3.889
C -2.566 -1.453 2.858
C -1.963 -1.089 5.290
H 3.323 -0.498 5.036
H 2.879 0.435 3.612
H 2.821 -1.325 3.561
H 0.967 -1.342 5.201
H 1.290 1.702 5.240
H 1.641 0.591 6.554
H -0.028 0.841 6.039
H 0.591 1.839 2.845
H -0.737 1.856 3.969
H -1.933 -1.274 -2.698
H -0.871 -1.550 -1.363
H -1.233 0.066 -4.812
H 1.657 0.783 -5.510
H 0.269 1.031 -6.567
H 0.753 -0.606 -6.129
H 0.486 2.513 -4.189
H -0.975 2.177 -3.263
H -1.080 2.480 -4.998
H 0.118 -2.187 -4.702
H 2.857 -2.120 -3.323
H 2.525 -1.297 -4.845
H 2.439 -3.060 -4.755
H 1.071 -3.206 -1.976
H 0.742 -4.191 -3.381
H -0.589 -3.343 -2.594
H -3.167 -0.227 -3.710
H -4.878 1.180 -4.670
H -5.531 3.324 -3.601
H -4.449 3.972 -1.461
H -5.358 2.478 0.253
H -6.503 2.194 2.450
H -5.136 1.869 4.488
H -2.717 1.657 4.355
H -3.837 4.804 0.733
H -2.831 7.077 0.740
H -0.476 7.356 0.025
H 0.873 5.434 -0.625
H 1.497 3.805 -1.685
H 1.286 2.126 -2.124
H 4.896 2.393 -0.528
H 3.309 2.713 -3.130
H 5.040 2.936 -2.927
H 3.919 4.068 -2.175
H 3.432 0.293 -2.204
H 4.419 -0.021 -0.766
H 5.174 0.567 -2.244
H 1.810 3.941 1.322
H 4.507 4.693 0.079
H 3.480 5.735 1.060
H 2.950 5.234 -0.543
H 4.628 2.915 1.951
H 3.139 2.427 2.755
H 3.736 4.083 2.925
H -0.968 -2.378 3.923
H -3.223 -0.588 2.936
H -3.174 -2.346 3.023
H -2.175 -1.496 1.839
H -2.357 -0.076 5.371
H -1.195 -1.217 6.053
H -2.783 -1.773 5.528
S 4.734 -2.486 0.776
C 4.237 -3.999 0.087
C 5.188 -5.036 -0.086
C 4.819 -6.235 -0.642
C 3.492 -6.428 -1.036
C 2.620 -5.382 -0.833
N 2.953 -4.204 -0.290
H 6.204 -4.849 0.230
H 5.551 -7.024 -0.773
H 3.154 -7.352 -1.485
H 1.577 -5.487 -1.125
N -2.039 -8.191 1.509
C -2.682 -7.283 0.727
O -3.704 -7.542 0.126
C -2.038 -5.926 0.618
C -2.821 -4.873 0.162
C -2.244 -3.620 0.044
N -0.968 -3.368 0.338
C -0.221 -4.385 0.761
C -0.709 -5.675 0.918
H -2.494 -9.077 1.650
H -1.324 -7.914 2.157
H -3.855 -5.046 -0.099
H -2.831 -2.774 -0.301
H 0.829 -4.185 0.955
H -0.027 -6.456 1.229
*
```


Asked for electronic energy across the records above, the calculation gives -25243.914 -5411.096 -24953.364 -52659.085 -128552.179 -86188.141 -9841.915 -14563.669 -94319.515 -161232.053 eV in order.